# 1
# C4H9NO4S2

C4H9NO4S2 as an isolated structure (wB97M-V/def2-TZVPD, the OMol25 dataset).

CARTESIAN COORDINATES (ANGSTROEM)
C 1.30 0.56 -0.18
C 2.59 -0.15 0.19
C 1.49 0.97 -1.62
C -3.24 -1.74 0.05
N -1.38 0.19 -0.86
O -0.51 -0.95 1.13
O 0.13 -1.87 -1.21
O -3.78 0.64 -0.89
O -2.80 0.48 1.29
S -0.08 -0.60 -0.24
S -2.70 0.01 -0.09
H 2.62 -1.14 -0.36
H 3.38 0.62 -0.08
H 2.71 -0.44 1.23
H 1.75 0.17 -2.24
H 2.18 1.87 -1.62
H 0.55 1.26 -2.02
H -2.31 -2.27 0.51
H -4.11 -1.75 0.74
H -3.65 -2.02 -0.93

Calculated values
**Frontier orbital gap**: 0.19994 Ha
**Total charge**: -2
**E_tot**: -1309.76694 Ha
**Relative energy (zero: lowest compared OMol25 entry of this formula, charge and spin)**: 2.446 eV
**Spin multiplicity**: 1

---

# 2
# C5H14N2O

A 2-piece molecular cluster, C5H14N2O overall (wB97M-V/def2-TZVPD, the OMol25 dataset).

CARTESIAN COORDINATES (ANGSTROEM)
C -2.75 -0.90 0.53
C -1.38 -1.04 0.29
C -0.58 -0.47 -0.77
C 0.69 0.13 -0.13
N 1.18 1.24 -1.07
C 1.90 -0.81 0.24
N 2.97 -0.15 0.99
H -3.47 -0.61 -0.34
H -3.13 -1.45 1.31
H -0.86 -1.62 1.06
H -0.30 -1.30 -1.45
H -1.09 0.31 -1.35
H 0.41 0.67 0.88
H 1.11 0.81 -2.00
H 0.54 2.00 -1.00
H 2.30 -1.24 -0.68
H 1.53 -1.61 0.79
H 3.84 -0.78 0.93
H 3.27 0.68 0.43
O -1.90 2.10 0.16
H -2.68 2.60 0.33
H -1.61 1.44 0.84

Calculated values
**Frontier orbital gap**: 0.36593 Ha
**SMILES**: C=CC[C@H](N)CN.O
**E_tot**: -383.58960 Ha
**Relative energy (zero: lowest compared OMol25 entry of this formula, charge and spin)**: 3.023 eV
**Spin multiplicity**: 1

---

# 3
# C41H104NO20P6

A 6-piece molecular cluster, C41H104NO20P6 overall (wB97M-V/def2-TZVPD, the OMol25 dataset).

CARTESIAN COORDINATES (ANGSTROEM)
C 5.85 -0.93 0.27
C 4.34 -1.06 -0.36
C 4.32 -0.95 -2.03
C 2.78 -0.50 -2.42
C 2.68 0.58 -3.65
C 3.29 2.07 -3.34
C 3.42 2.46 -1.75
C 1.97 2.99 -1.11
C 2.01 4.66 -1.18
C 0.78 5.38 -0.37
C -0.11 6.43 -1.31
C -1.73 6.22 -1.16
C -2.42 5.39 -2.43
C -1.60 4.02 -2.82
P -2.62 2.40 -2.62
C -3.53 0.71 -2.55
C -4.69 0.51 -3.69
C -5.74 -0.71 -3.27
C -5.01 -2.01 -2.58
C -4.90 -1.96 -0.95
C -5.17 -3.38 -0.19
C -4.33 -3.29 1.26
C -2.85 -3.99 1.19
C -1.60 -2.92 1.22
N -1.92 2.02 -1.02
C -2.53 2.82 0.11
C -3.53 1.88 1.06
C -5.10 2.14 0.66
H 5.93 -1.62 1.24
H 5.97 0.18 0.67
H 6.68 -1.21 -0.52
H 3.82 -2.09 -0.08
H 3.69 -0.19 0.10
H 5.05 -0.08 -2.32
H 4.64 -1.98 -2.52
H 2.19 -0.07 -1.50
H 2.25 -1.49 -2.80
H 3.33 0.13 -4.54
H 1.57 0.60 -4.04
H 2.52 2.85 -3.81
H 4.32 2.30 -3.88
H 3.94 1.65 -1.08
H 4.13 3.42 -1.71
H 1.11 2.57 -1.81
H 1.88 2.65 0.01
H 3.05 5.08 -0.78
H 2.00 4.95 -2.33
H 1.20 5.94 0.59
H 0.06 4.51 -0.01
H 0.20 7.53 -0.99
H 0.23 6.30 -2.43
H -1.95 5.74 -0.12
H -2.21 7.31 -1.13
H -3.54 5.24 -2.15
H -2.37 6.14 -3.35
H -0.60 3.85 -2.25
H -1.32 4.10 -3.97
H -3.77 3.08 -2.08
H -3.14 2.61 -3.95
H -1.48 1.69 -3.21
H -4.05 0.65 -1.48
H -2.76 -0.19 -2.61
H -5.34 1.50 -3.70
H -4.22 0.36 -4.75
H -6.28 -1.03 -4.26
H -6.54 -0.26 -2.55
H -3.91 -2.09 -3.03
H -5.64 -2.97 -2.87
H -3.77 -1.66 -0.70
H -5.55 -1.07 -0.53
H -4.89 -4.34 -0.80
H -6.31 -3.40 0.14
H -4.93 -3.82 2.12
H -4.29 -2.14 1.54
H -2.72 -4.67 2.16
H -2.70 -4.68 0.25
H -1.89 -1.84 1.56
H -0.80 -3.35 2.00
H -1.03 -2.85 0.18
H -0.88 2.06 -1.01
H -1.62 3.10 0.84
H -3.01 3.84 -0.19
H -3.29 2.15 2.20
H -3.24 0.75 0.89
H -5.10 2.71 -0.38
H -5.63 2.77 1.48
H -5.60 1.08 0.54
C 6.21 -6.66 2.05
O 4.86 -6.50 2.44
P 4.33 -4.99 2.64
O 4.69 -4.05 1.53
O 4.90 -4.57 4.09
C 4.87 -5.52 5.13
O 2.75 -5.18 2.89
C 1.96 -4.01 2.98
H 6.60 -7.57 2.51
H 6.25 -6.76 0.96
H 6.82 -5.82 2.37
H 5.85 -6.02 5.19
H 4.09 -6.28 4.98
H 4.68 -5.01 6.08
H 2.51 -3.12 2.67
H 1.63 -3.88 4.01
H 1.09 -4.13 2.33
C -2.14 -7.89 3.34
O -3.42 -7.49 3.80
P -3.98 -8.24 5.11
O -3.01 -8.35 6.24
O -4.53 -9.65 4.54
C -5.21 -9.66 3.30
O -5.33 -7.42 5.45
C -6.01 -7.76 6.64
H -2.12 -7.81 2.25
H -1.38 -7.22 3.76
H -1.92 -8.92 3.62
H -4.50 -9.92 2.51
H -5.67 -8.70 3.08
H -5.99 -10.43 3.34
H -5.42 -8.42 7.28
H -6.95 -8.26 6.39
H -6.24 -6.84 7.19
C 2.55 0.72 -9.86
O 1.28 1.11 -9.40
P 0.71 0.37 -8.09
O 1.68 0.25 -6.96
O 0.17 -1.04 -8.66
C -0.51 -1.06 -9.90
O -0.63 1.18 -7.75
C -1.32 0.84 -6.56
H 2.57 0.79 -10.95
H 3.31 1.39 -9.44
H 2.78 -0.31 -9.58
H 0.19 -1.32 -10.69
H -0.98 -0.09 -10.12
H -1.29 -1.82 -9.86
H -0.72 0.18 -5.92
H -2.25 0.34 -6.81
H -1.54 1.76 -6.01
C 0.71 1.35 6.28
O 0.23 0.31 7.10
P -0.36 -1.00 6.36
O 0.51 -1.52 5.26
O -1.84 -0.55 5.90
C -2.62 0.23 6.79
O -0.62 -2.02 7.57
C -1.03 -3.33 7.23
H 0.50 2.31 6.78
H 1.79 1.24 6.15
H 0.22 1.35 5.31
H -2.51 1.28 6.53
H -2.32 0.08 7.83
H -3.67 -0.06 6.68
H -0.92 -3.54 6.16
H -2.07 -3.47 7.52
H -0.41 -4.05 7.79
C 6.83 6.52 0.32
O 6.26 7.61 -0.37
P 6.04 8.97 0.47
O 7.21 9.40 1.28
O 4.70 8.68 1.31
C 3.63 8.00 0.69
O 5.56 10.02 -0.65
C 5.41 11.37 -0.25
H 6.41 5.59 -0.08
H 7.91 6.51 0.15
H 6.62 6.57 1.39
H 3.70 6.93 0.94
H 3.65 8.11 -0.40
H 2.68 8.39 1.07
H 5.81 11.55 0.74
H 4.34 11.62 -0.25
H 5.92 12.01 -0.97

Calculated values
**Frontier orbital gap**: 0.20811 Ha
**Total charge**: -1
**E_tot**: -5232.19802 Ha
**Spin multiplicity**: 1

---

# 4
# C24H30CdCl4N2O10P

C24H30CdCl4N2O10P as an isolated structure (wB97M-V/def2-TZVPD, the OMol25 dataset).

CARTESIAN COORDINATES (ANGSTROEM)
Cd -0.39 -0.02 -0.09
O 2.25 2.38 -0.95
C 1.29 2.94 -0.07
C 1.36 2.46 1.38
N 1.20 1.00 1.53
C 2.44 0.27 1.16
C 2.08 -0.88 0.19
O 1.38 -2.09 2.17
O 1.51 -0.38 -0.95
C 0.83 0.63 2.91
C -0.59 0.76 3.31
O -0.99 1.13 4.37
O -1.44 0.28 2.34
H 2.03 1.44 -1.11
H 0.27 2.79 -0.44
H 1.47 4.02 -0.06
H 0.55 2.95 1.93
H 2.31 2.78 1.82
H 2.95 -0.11 2.05
H 3.12 0.92 0.62
H 1.46 1.13 3.65
H 1.01 -0.48 2.93
Cl -2.15 1.66 -0.27
C -2.80 0.18 2.67
Cl -3.24 -1.54 2.96
H -3.37 0.51 1.81
H -3.02 0.72 3.57
Cl 1.98 -2.65 -3.97
C 3.63 -2.16 -3.74
C 4.00 -0.96 -4.33
C 5.30 -0.50 -4.25
C 6.24 -1.25 -3.57
C 5.86 -2.43 -2.97
Cl 7.08 -3.31 -2.09
C 4.54 -2.94 -3.00
N 4.28 -4.14 -2.36
C 3.04 -4.56 -1.74
C 2.28 -5.53 -2.38
C 1.11 -5.99 -1.81
C 0.70 -5.50 -0.58
C 1.47 -4.55 0.08
C 2.66 -4.07 -0.48
C 3.50 -3.09 0.31
C 3.38 -1.64 -0.13
O 4.28 -1.06 -0.68
O 1.07 -1.72 0.79
H 3.24 -0.40 -4.85
H 5.57 0.44 -4.71
H 7.26 -0.92 -3.48
H 5.08 -4.44 -1.83
H 2.62 -5.89 -3.34
H 0.52 -6.74 -2.33
H -0.22 -5.85 -0.12
H 1.17 -4.16 1.04
H 4.56 -3.36 0.27
H 3.14 -3.11 1.34
C -4.19 -2.42 -3.70
O -2.98 -1.68 -3.72
P -2.61 -0.78 -2.38
O -1.41 0.05 -3.11
C -1.74 1.21 -3.87
O -1.62 -1.79 -1.54
C -0.56 -2.53 -2.24
H -4.63 -2.39 -4.70
H -4.91 -1.99 -2.99
H -4.01 -3.46 -3.42
H -0.81 1.59 -4.29
H -2.19 1.98 -3.24
H -2.42 0.96 -4.69
H -0.47 -3.49 -1.74
H 0.38 -1.99 -2.15
H -0.82 -2.66 -3.28

Calculated values
**Frontier orbital gap**: 0.26989 Ha
**Total charge**: -1
**E_tot**: -4144.39977 Ha
**Relative energy (zero: lowest compared OMol25 entry of this formula, charge and spin)**: 4.365 eV
**Spin multiplicity**: 1